Below is C5H6S in the gas phase at a distorted geometry, with properties calculated with wB97M-V/def2-TZVPD.

Last column: natural (NBO) charge in e.
Element x y z (Å)
C  -0.1051  -1.0936  -0.1793  -0.45
C  -0.2382  -2.3757  -0.1104  0.27
C  -0.4965  -0.0494  -1.1638  -0.38
C  -0.3605  1.0917  -0.1496  -0.40
C  0.0372  0.0064  0.9011  -0.25
S  1.6432  -0.0533  1.8485  -0.02
H  0.2789  0.0409  -1.8849  0.23
H  -1.4054  -0.2182  -1.5870  0.22
H  0.5749  1.8071  -0.3171  0.22
H  -1.2436  1.5969  0.2637  0.22
H  -0.7321  0.0065  1.5622  0.21
H  2.0474  -0.7592  0.8165  0.13

Computed properties:
ΔE to the lowest compared entry with this formula, charge and spin = 108.8 kcal per mole
DFT total energy = -592.0986 Eh